# 1
Entry from the OMol25 dataset: C15H30CrF2NO19S2 as an isolated structure (the ωB97M-V functional and the def2-TZVPD basis).

Its HOMO-LUMO gap (alpha / beta) is 7.77 / 8.95 eV. The spin multiplicity is 4. The value obtained for the energy above the lowest of the compared OMol25 structures with the same formula, charge and spin is 1.342 eV. As for the net charge: +2. For the LUMO energy (alpha / beta), the calculation gives -8.452 / -7.374 eV.

Cartesian coordinates (Å):
Cr: 6.89 25.11 6.77
S: 9.99 24.74 5.72
S: 8.67 25.48 4.06
F: 9.78 24.54 7.32
F: 7.13 25.40 3.67
O: 4.27 27.11 9.28
O: 10.60 23.50 5.33
O: 3.83 23.53 3.95
O: 4.25 27.85 6.45
O: 5.42 24.19 5.58
O: 10.85 25.91 5.63
O: 4.94 28.22 4.33
O: 9.11 28.29 8.99
O: 7.96 26.60 7.76
O: 6.01 26.74 5.71
O: 3.64 22.79 6.17
O: 7.17 23.19 7.66
O: 9.21 24.64 2.97
O: 3.30 25.12 9.51
O: 5.88 21.78 8.96
O: 8.84 26.95 4.06
O: 8.03 21.30 8.74
O: 6.87 28.16 8.92
O: 5.15 25.34 8.07
N: 8.29 24.87 5.47
C: 5.74 28.03 3.18
C: 9.41 21.58 8.41
C: 4.25 25.79 8.87
C: 6.86 29.33 9.70
C: 5.68 20.66 9.85
C: 7.00 22.12 8.29
C: 7.99 27.57 8.54
C: 2.60 22.01 5.74
C: 10.38 28.09 8.39
C: 3.27 27.70 10.17
C: 4.39 23.59 5.26
C: 4.58 24.16 2.88
C: 3.01 23.80 9.17
C: 5.13 27.59 5.49
C: 3.33 28.94 6.38
H: 3.67 29.73 5.72
H: 3.43 29.32 7.40
H: 6.68 27.50 3.35
H: 3.06 23.65 8.09
H: 9.94 21.83 9.33
H: 4.25 25.20 2.89
H: 11.17 27.62 8.97
H: 9.62 22.42 7.74
H: 2.02 23.47 9.47
H: 4.62 20.67 10.13
H: 3.27 28.78 9.96
H: 5.91 19.71 9.37
H: 3.61 27.52 11.19
H: 9.78 20.71 7.87
H: 7.45 30.11 9.23
H: 2.24 27.40 10.02
H: 2.14 22.35 4.81
H: 10.35 27.63 7.41
H: 5.81 29.60 9.58
H: 5.63 23.88 2.97
H: 6.28 20.86 10.74
H: 7.20 29.17 10.72
H: 3.02 21.04 5.50
H: 3.63 23.09 9.72
H: 1.83 21.92 6.51
H: 10.62 29.13 8.19
H: 6.06 28.94 2.69
H: 4.30 23.83 1.88
H: 2.27 28.72 6.22
H: 5.09 27.44 2.53

Atomic partial charges in e from the Löwdin method, atoms 1 to 5: 1.1587 0.6013 0.5473 -0.2031 -0.2227

***

# 2
Entry from the OMol25 dataset: a 3-piece molecular cluster, C4H14NO3 overall (the ωB97M-V functional and the def2-TZVPD basis).

Its HOMO-LUMO gap is 7.51 eV. The value obtained for the energy above the lowest of the compared OMol25 structures with the same formula, charge and spin is 1.546 eV. As for the net charge: -1. For the LUMO energy, the calculation gives 3.819 eV.

Cartesian coordinates (Å):
O: -2.91 -1.99 1.20
O: 3.36 -1.35 0.25
O: 1.18 -1.03 -1.40
N: -0.50 -0.49 0.27
C: -0.05 -1.20 -1.00
C: -0.79 1.66 -1.13
C: 0.85 1.56 0.83
C: -0.46 0.99 0.21
H: -1.74 1.39 -1.55
H: -0.78 -0.72 -1.64
H: -3.10 -2.21 0.28
H: 2.47 -1.19 -0.19
H: 0.06 1.38 -1.74
H: -0.87 2.78 -1.11
H: 3.24 -1.17 1.22
H: -2.05 -1.52 1.07
H: -1.24 1.34 0.99
H: 0.85 0.78 1.71
H: 0.92 2.62 1.10
H: 0.14 -0.76 1.03
H: -0.24 -2.29 -0.52
H: 1.68 1.41 0.12

Atomic partial charges in e from the Löwdin method, atoms 1 to 5: -0.1211 -0.1634 -0.2622 -0.0919 -0.5348

***

# 3
Entry from the OMol25 dataset: a single C7H10O molecule (the ωB97M-V functional and the def2-TZVPD basis).

Its SMILES is O[C@]12C[C@H]3C[C@@H]3[C@H]1C2. Its HOMO-LUMO gap is 8.85 eV. The value obtained for the energy above the lowest of the compared OMol25 structures with the same formula, charge and spin is 7.649 eV. For the LUMO energy, the calculation gives 0.901 eV.

Cartesian coordinates (Å):
O: 0.98 -2.12 0.27
C: 0.28 -0.94 0.31
C: -0.08 1.31 -0.13
C: 1.01 0.40 0.35
C: -0.63 2.07 -1.20
C: -0.97 0.58 -1.03
C: -1.22 -0.75 -0.21
C: 0.70 -0.18 1.57
H: 1.98 0.75 -0.02
H: 0.03 0.16 2.30
H: 1.71 -0.42 2.11
H: -2.09 -0.55 0.41
H: -0.63 0.05 -1.94
H: -1.52 2.67 -1.09
H: -0.06 2.00 -2.10
H: -1.44 -1.52 -1.25
H: -0.63 1.77 0.73
H: 0.29 -2.82 0.74

Atomic partial charges in e from the Löwdin method, atoms 1 to 5: -0.0332 -0.4292 -0.2857 -0.2031 -0.0371

***

# 4
Entry from the OMol25 dataset: C44H50BBr2Cl3LiN2NaO6SSi as an isolated structure (the ωB97M-V functional and the def2-TZVPD basis).

Its HOMO-LUMO gap is 4.38 eV. For the LUMO energy, the calculation gives -1.740 eV.

Cartesian coordinates (Å):
Br: 0.97 -2.34 5.71
Br: 3.12 -3.76 -0.74
Cl: 9.37 -1.37 2.64
Cl: 9.80 0.85 0.82
Cl: 10.26 -1.88 -0.08
S: -4.85 0.20 5.52
Si: 5.51 1.44 -2.14
Na: 0.58 -3.67 0.52
O: 1.34 1.91 5.82
O: -1.56 -0.65 4.29
O: -4.52 -0.75 6.55
O: -4.93 -0.21 4.13
O: 0.39 -0.11 -2.50
O: 1.47 -2.12 2.02
N: -3.28 3.19 -7.56
N: -6.68 -0.52 -0.96
C: -0.32 -0.90 0.92
C: -2.19 0.43 -2.14
C: 4.44 0.11 0.27
C: -1.84 -2.08 -2.72
C: -2.67 -0.73 1.45
C: -1.38 -1.05 1.81
C: 5.81 0.03 0.88
C: -0.59 -0.38 -0.34
C: 10.33 -0.77 1.29
C: 5.54 -2.38 0.01
C: 3.42 -0.46 1.02
C: -3.62 2.98 -6.29
C: 7.16 0.53 -2.02
C: -0.18 -3.85 -2.83
C: 2.90 0.60 -1.48
C: -1.01 2.68 -6.97
C: -1.38 2.47 -5.66
C: -1.90 -0.06 -0.74
C: -5.88 2.24 6.80
C: -6.35 1.04 5.98
C: -4.41 0.16 -0.25
C: 0.56 -0.17 -1.30
C: -0.87 -4.61 -1.89
C: -2.96 -0.21 0.14
C: -4.66 2.80 6.05
C: -2.05 -4.10 -1.40
C: -2.52 -2.86 -1.80
C: 2.16 -0.55 0.51
C: -2.00 3.04 -7.88
C: -2.32 -0.72 -3.20
C: -7.02 0.78 -0.95
C: -6.12 1.75 -0.60
C: -0.96 -3.07 3.59
C: -4.81 1.49 -0.27
C: 4.21 0.67 -1.00
C: -5.44 -0.76 -0.60
C: 6.29 -1.42 0.71
C: 1.11 -1.26 1.24
C: 1.90 -0.01 -0.75
C: -0.67 -2.63 -3.23
C: 5.76 3.28 -1.89
C: -3.76 1.62 5.68
C: 4.91 1.10 -3.90
C: -2.71 2.62 -5.30
B: -1.28 -1.59 3.32
Li: -4.24 -1.93 0.62
H: -0.64 2.19 -4.91
H: -0.48 -5.57 -1.58
H: 5.49 -2.37 -1.07
H: -2.65 -4.65 -0.68
H: -2.34 -0.94 4.76
H: -3.34 -0.81 -3.56
H: -0.41 -3.55 2.78
H: -3.10 1.02 -2.17
H: -4.12 2.28 0.00
H: 4.85 3.84 -1.69
H: -6.85 1.36 5.06
H: -8.03 1.03 -1.23
H: 3.64 -0.89 1.99
H: -3.04 2.47 -4.28
H: -0.09 -2.07 -3.95
H: 6.94 -0.49 -1.71
H: -5.57 1.91 7.80
H: -1.40 1.13 -2.40
H: 6.51 3.48 -1.13
H: -4.67 3.11 -6.06
H: -3.48 -0.86 2.17
H: 2.67 0.99 -2.46
H: -6.46 2.77 -0.59
H: 11.36 -0.70 1.61
H: 7.84 0.99 -1.31
H: -1.76 3.22 -8.92
H: -1.69 -0.45 -4.03
H: 1.08 2.58 5.18
H: -3.24 1.77 4.73
H: -4.12 3.53 6.65
H: 6.49 0.80 0.52
H: 5.72 0.17 1.96
H: 4.02 1.67 -4.17
H: 5.73 1.27 -4.60
H: -5.00 3.31 5.14
H: 0.01 2.57 -7.29
H: 0.77 1.16 5.63
H: 6.18 3.67 -2.82
H: -7.00 0.36 6.54
H: 7.26 -1.70 1.13
H: -3.45 -2.51 -1.38
H: -6.66 2.98 6.91
H: 0.75 -4.21 -3.23
H: -5.19 -1.86 -0.61
H: -0.27 -3.16 4.66
H: 7.59 0.48 -3.02
H: 5.06 -3.21 0.50
H: 4.69 0.03 -3.95
H: -3.04 1.40 6.46
H: -1.89 -3.65 3.75

Atomic partial charges in e from the Löwdin method, atoms 1 to 5: -0.0986 0.0208 0.5584 0.5356 0.5357

***

# 5
Entry from the OMol25 dataset: a 4-piece molecular cluster, C2H14N2O3 overall (the ωB97M-V functional and the def2-TZVPD basis).

Its SMILES is NCCN.O.O.O. Its HOMO-LUMO gap is 10.08 eV. The value obtained for the energy above the lowest of the compared OMol25 structures with the same formula, charge and spin is 0.620 eV. For the LUMO energy, the calculation gives 0.551 eV.

Cartesian coordinates (Å):
O: -2.76 -1.05 0.08
O: 0.82 0.19 2.62
O: -1.68 1.41 1.07
N: 0.82 -2.05 -0.97
N: 0.83 1.69 -0.70
C: 1.21 0.38 -1.27
C: 0.22 -0.70 -0.88
H: 1.55 1.98 -0.03
H: -3.51 -1.04 0.67
H: 0.90 0.33 1.67
H: 0.69 2.41 -1.41
H: -2.24 -0.30 0.42
H: -1.27 1.20 1.93
H: 0.38 -2.58 -1.71
H: 2.23 0.12 -0.99
H: 1.30 0.40 -2.36
H: -0.92 1.64 0.50
H: -0.09 -0.57 0.16
H: 1.64 -0.27 2.83
H: 0.57 -2.54 -0.13
H: -0.69 -0.63 -1.48

Atomic partial charges in e from the Löwdin method, atoms 1 to 5: -0.0856 -0.0488 -0.0787 0.0036 -0.0101

***

# 6
Entry from the OMol25 dataset: a single C5H5NO molecule (the ωB97M-V functional and the def2-TZVPD basis).

Its HOMO-LUMO gap (alpha / beta) is 8.19 / 8.19 eV. The value obtained for the energy above the lowest of the compared OMol25 structures with the same formula, charge and spin is 6.319 eV. For the LUMO energy (alpha / beta), the calculation gives -0.936 / -0.936 eV.

Cartesian coordinates (Å):
O: -1.39 -0.14 1.93
N: 1.33 -1.18 -0.13
C: 0.01 0.96 0.12
C: -0.61 -0.16 1.02
C: -0.11 -1.26 0.12
C: 0.46 -0.28 -0.86
C: -0.88 2.11 -0.03
H: 0.99 1.34 0.41
H: 1.88 -0.76 0.61
H: -0.62 -2.19 -0.03
H: -1.05 2.22 -1.11
H: 0.47 -0.34 -1.95

Atomic partial charges in e from the Löwdin method, atoms 1 to 5: 0.1346 0.0680 -0.2862 -0.3253 -0.1760

***

# 7
Entry from the OMol25 dataset: an isolated ion of composition C11H10NO3 and charge -1 (the ωB97M-V functional and the def2-TZVPD basis).

Its HOMO-LUMO gap is 7.24 eV. The value obtained for the energy above the lowest of the compared OMol25 structures with the same formula, charge and spin is 3.424 eV. As for the net charge: -1. For the LUMO energy, the calculation gives 3.084 eV.

Cartesian coordinates (Å):
O: -3.21 0.14 2.38
O: -1.98 -0.32 4.24
O: 0.62 1.65 3.14
N: 0.06 1.37 0.93
C: 0.04 1.08 2.24
C: 0.61 2.40 0.11
C: 1.27 -0.64 -0.58
C: -0.82 -1.06 -1.76
C: -0.10 -0.43 -0.70
C: 1.23 -2.02 -2.63
C: -0.81 -0.15 2.32
C: -0.76 0.43 0.19
C: 1.92 -1.42 -1.56
C: -0.14 -1.82 -2.65
C: -2.20 -0.07 3.01
H: -1.88 -0.79 -1.94
H: -0.61 -2.21 -3.55
H: -0.29 3.18 -0.31
H: 0.98 1.99 -0.94
H: 3.14 -1.52 -1.73
H: -1.74 0.85 -0.04
H: -0.27 -1.04 2.56
H: 1.67 -2.47 -3.52
H: 1.44 3.08 0.58
H: 1.84 -0.18 0.20

Atomic partial charges in e from the Löwdin method, atoms 1 to 5: -0.0084 -0.0541 0.0683 -0.1516 -0.4944

***

# 8
Entry from the OMol25 dataset: C3H8CeO3 as an isolated structure (the ωB97M-V functional and the def2-TZVPD basis).

Its HOMO-LUMO gap (alpha / beta) is 9.12 / 9.17 eV. The spin multiplicity is 2. The value obtained for the energy above the lowest of the compared OMol25 structures with the same formula, charge and spin is 0.982 eV. As for the net charge: +1. For the LUMO energy (alpha / beta), the calculation gives -4.664 / -4.652 eV.

Cartesian coordinates (Å):
Ce: -1.91 -0.78 0.54
O: 0.40 -0.49 -0.46
O: -0.55 -0.61 2.10
O: -2.84 0.23 -1.24
C: 0.21 0.30 -1.63
C: 1.20 0.08 0.58
C: 0.82 -0.63 1.88
H: 2.25 -0.08 0.32
H: -3.36 1.03 -1.26
H: 1.38 -0.12 2.69
H: -0.94 0.62 -2.06
H: 0.49 -0.35 -2.47
H: 1.21 -1.67 1.83
H: 1.01 1.16 0.67
H: 0.63 1.31 -1.50

Atomic partial charges in e from the Löwdin method, atoms 1 to 5: 1.7961 -0.3067 -0.4104 -0.4734 -0.0970

***

# 9
Entry from the OMol25 dataset: C7H11NO as an isolated structure (the ωB97M-V functional and the def2-TZVPD basis).

Its HOMO-LUMO gap is 9.81 eV. The value obtained for the energy above the lowest of the compared OMol25 structures with the same formula, charge and spin is 4.826 eV. For the LUMO energy, the calculation gives 0.962 eV.

Cartesian coordinates (Å):
O: -2.06 -0.58 0.77
N: -0.49 0.96 -0.46
C: 0.11 0.43 0.75
C: -0.71 -0.90 0.46
C: -0.04 -0.38 -1.01
C: -0.38 -2.27 1.02
C: 1.42 -0.42 -0.84
C: -0.05 2.28 -0.88
C: 1.54 0.23 0.35
H: -0.67 2.65 -1.77
H: -0.55 -0.55 -1.96
H: -0.17 -2.11 2.19
H: -1.43 -3.00 0.95
H: 0.60 -2.54 0.43
H: 2.47 0.47 0.79
H: 1.02 2.37 -1.13
H: -0.26 0.85 1.75
H: -2.18 0.35 0.25
H: 2.13 -0.96 -1.49
H: -0.29 3.12 -0.18

Atomic partial charges in e from the Löwdin method, atoms 1 to 5: -0.0721 -0.1708 -0.2617 -0.4431 -0.1677

***

# 10
Entry from the OMol25 dataset: C34H38CrFN6O8P as an isolated structure (the ωB97M-V functional and the def2-TZVPD basis).

Its HOMO-LUMO gap (alpha / beta) is 7.78 / 7.72 eV. The spin multiplicity is 4. The value obtained for the energy above the lowest of the compared OMol25 structures with the same formula, charge and spin is 0.000 eV. As for the net charge: +1. For the LUMO energy (alpha / beta), the calculation gives -3.045 / -3.218 eV.

Cartesian coordinates (Å):
Cr: 0.07 0.22 0.06
P: -0.08 -2.23 0.40
F: -1.90 0.81 6.49
O: -1.41 -3.00 -0.02
O: 0.06 -2.68 1.91
O: 1.97 0.11 0.02
O: 1.15 -2.94 -0.30
O: 4.00 -0.48 0.70
O: 0.09 0.43 2.01
O: 0.27 2.21 -6.56
O: -1.08 6.55 -2.66
N: -4.18 -0.51 0.69
N: -1.93 0.21 0.06
N: 0.17 0.31 -2.02
N: 3.11 -0.45 4.63
N: -4.57 -2.80 1.57
N: -0.02 2.27 -0.29
C: 2.48 -4.76 -1.12
C: -0.46 0.51 4.67
C: -4.37 -1.73 1.16
C: 3.32 -0.45 3.32
C: 0.54 -0.59 -4.19
C: -1.67 -3.99 3.03
C: 4.24 -0.67 5.58
C: -0.13 2.63 -1.58
C: 0.31 0.17 6.93
C: 0.14 1.75 -3.92
C: 2.84 -0.20 0.93
C: -0.15 3.19 0.66
C: 0.05 1.53 -2.55
C: 1.44 -4.36 -0.10
C: -3.00 -0.16 0.38
C: -1.08 -2.62 2.83
C: 1.07 0.16 2.78
C: 2.36 -0.17 2.36
C: -0.50 4.91 -0.95
C: 3.71 -1.39 6.81
C: -1.63 -3.88 -2.27
C: -0.74 6.36 -1.31
C: -0.69 0.50 6.02
C: 1.57 -0.16 6.50
C: 0.82 0.18 4.21
C: 0.48 0.85 -6.25
C: 0.37 0.67 -4.76
C: -0.37 3.95 -1.94
C: 5.39 -1.43 4.95
C: 0.44 -0.72 -2.83
C: 1.84 -0.14 5.12
C: -2.08 -2.82 -1.29
C: 2.64 -0.54 7.49
C: -0.38 4.52 0.37
H: -2.03 6.47 -2.77
H: -1.89 -1.81 -1.65
H: -2.48 -3.93 3.75
H: -2.09 -4.37 2.10
H: -1.25 0.75 3.97
H: 0.60 -1.68 -2.35
H: 3.10 0.36 7.90
H: -0.67 -2.21 3.75
H: 4.58 0.32 5.88
H: -0.47 4.24 -2.98
H: 0.36 2.34 -7.51
H: 2.75 -5.80 -0.98
H: 3.30 -2.36 6.51
H: 6.12 -1.65 5.73
H: -1.82 -1.92 2.44
H: 2.09 -4.64 -2.14
H: -3.14 -2.91 -1.06
H: -0.92 -4.68 3.40
H: -1.48 6.78 -0.63
H: -0.07 2.83 1.68
H: -0.27 0.21 -6.73
H: 0.07 0.15 7.99
H: 1.80 -4.48 0.92
H: 0.51 -4.92 -0.22
H: -0.48 5.23 1.18
H: -1.83 -4.87 -1.88
H: -2.17 -3.76 -3.21
H: 2.19 -1.08 8.32
H: -0.56 -3.80 -2.48
H: 0.20 6.91 -1.14
H: 4.54 -1.58 7.49
H: 0.75 -1.45 -4.80
H: 4.31 -0.68 2.96
H: 1.47 0.51 -6.57
H: 0.04 2.73 -4.34
H: 3.37 -4.15 -1.02
H: 5.06 -2.38 4.52
H: 5.91 -0.86 4.18

Atomic partial charges in e from the Löwdin method, atoms 1 to 5: 0.7532 0.7492 0.0930 -0.2502 -0.2373

***

# 11
Entry from the OMol25 dataset: a single C5H6N2O molecule (the ωB97M-V functional and the def2-TZVPD basis).

Its SMILES is C=NN1C=CCC1=O. Its HOMO-LUMO gap is 8.95 eV. The value obtained for the energy above the lowest of the compared OMol25 structures with the same formula, charge and spin is 4.682 eV. For the LUMO energy, the calculation gives 0.876 eV.

Cartesian coordinates (Å):
O: -0.22 -1.92 0.38
N: 1.59 0.69 0.77
N: 0.45 0.21 -0.10
C: 2.46 -0.22 0.94
C: -1.89 -0.22 -0.41
C: -0.60 -0.91 0.04
C: -0.21 1.27 -0.79
C: -1.68 1.25 -0.96
H: -2.18 1.98 -1.40
H: -2.53 0.12 0.57
H: 2.38 -1.37 0.81
H: -2.38 -1.06 -1.08
H: 3.20 0.36 1.57
H: 0.53 2.02 -1.21

Atomic partial charges in e from the Löwdin method, atoms 1 to 5: 0.1473 0.0277 -0.0927 -0.0515 -0.1234

***

# 12
Entry from the OMol25 dataset: a single C12H18O molecule (the ωB97M-V functional and the def2-TZVPD basis).

Its SMILES is CC1=C(C)[C@]2(C)C(C)(C)[C@]2(C)C1=O. Its HOMO-LUMO gap is 9.08 eV. The value obtained for the energy above the lowest of the compared OMol25 structures with the same formula, charge and spin is 2.194 eV. For the LUMO energy, the calculation gives 0.561 eV.

Cartesian coordinates (Å):
O: 0.04 0.68 2.75
C: 2.10 0.71 0.24
C: 0.68 1.07 -0.39
C: -0.08 -1.32 1.31
C: 0.90 2.34 -1.32
C: -0.42 -0.01 -0.71
C: -0.46 0.92 0.49
C: -1.34 0.06 -1.93
C: -1.58 1.99 0.60
C: -0.13 -2.63 -0.83
C: -0.20 -1.34 -0.08
C: -0.29 0.09 1.68
C: 0.16 -2.46 2.29
H: 0.21 -2.49 -1.87
H: -1.06 -3.14 -0.69
H: -1.80 2.59 -0.30
H: -0.02 2.78 -1.55
H: 0.74 -3.27 -0.41
H: 0.07 -3.42 1.75
H: -2.47 0.08 -1.71
H: 1.63 3.03 -0.86
H: -1.07 -0.69 -2.74
H: 1.18 -2.28 2.63
H: 2.81 0.73 -0.62
H: -1.28 2.56 1.52
H: -0.57 -2.26 3.09
H: -1.12 1.02 -2.51
H: -2.51 1.53 0.96
H: 2.35 1.41 0.98
H: 2.16 -0.32 0.51
H: 1.36 2.05 -2.29

Atomic partial charges in e from the Löwdin method, atoms 1 to 5: 0.0568 0.0054 -0.2858 -0.1601 -0.0126